This record from the Open Molecules 2025 dataset describes one molecule with the formula C3H3N3O3. The level of theory is ωB97M-V/def2-TZVPD.

Geometry as ORCA input:
```
! RIJCOSX wB97M-V def2-TZVPD def2/J DEFGRID3
* xyz 0 1
N 0.099 1.647 -0.256
C 0.783 0.497 -0.100
O 2.116 0.547 0.099
N 2.631 -0.768 0.241
N 1.643 -1.546 0.129
C 0.468 -0.848 -0.055
O -0.732 -1.482 -0.270
C -1.903 -0.830 0.019
O -2.069 0.289 0.505
H -0.878 1.506 -0.034
H 0.584 2.487 0.017
H -2.741 -1.498 -0.294
*
```

Output
* SMILES: Nc1onnc1OC=O
* E_HOMO: -0.32899 hartree
* calculated total energy: -506.04550 Eh
* M: 129.07 g/mol

Here is what Mulliken gives for the atomic charges, in e: N -0.426; C 0.745; O -0.186; N -0.227; N -0.245; C 0.135; O -0.319; C 0.229; O -0.586; H 0.264; H 0.263; H 0.354

This record from the Open Molecules 2025 dataset describes C38H50As2MoN4O10P3 as an isolated structure. The level of theory is ωB97M-V/def2-TZVPD.

Geometry as ORCA input:
```
! RIJCOSX wB97M-V def2-TZVPD def2/J DEFGRID3
* xyz 1 3
Mo -0.470 0.018 0.488
N -0.372 -3.687 -1.901
C -1.372 -3.382 -0.804
C -2.289 -4.585 -0.625
P -2.364 -1.900 -1.290
O -2.436 -2.151 -2.878
O -3.668 -1.868 -0.628
O -1.427 -0.667 -1.146
P -0.207 -3.211 0.627
O -1.073 -3.039 1.916
O 0.698 -4.365 0.540
O 0.386 -1.811 0.381
H -0.849 -3.881 -2.783
H 0.206 -4.479 -1.580
H 0.296 -2.915 -2.041
H -2.861 -4.791 -1.533
H -2.998 -4.374 0.171
H -1.704 -5.467 -0.356
H -3.340 -2.075 -3.204
H -0.941 -3.628 2.681
C 2.113 2.462 0.509
C 3.419 1.651 0.613
As 3.672 -0.254 1.219
C 5.606 -0.129 1.036
C 6.380 -0.114 2.191
C 7.763 0.001 2.111
C 8.377 0.104 0.875
C 7.610 0.092 -0.285
C 6.233 -0.023 -0.205
C 3.437 -1.480 -0.304
C 4.033 -2.728 -0.095
C 3.938 -3.730 -1.045
C 3.268 -3.494 -2.242
C 2.668 -2.262 -2.455
C 2.731 -1.276 -1.472
As 0.747 1.849 -0.763
C -0.406 3.316 -1.236
C -0.085 4.641 -0.977
C -0.864 5.652 -1.527
C -1.940 5.341 -2.342
C -2.262 4.013 -2.593
C -1.502 3.001 -2.035
C 1.588 1.644 -2.489
C 0.886 0.955 -3.477
C 1.402 0.881 -4.759
C 2.615 1.490 -5.053
C 3.304 2.184 -4.072
C 2.791 2.270 -2.783
H 2.371 3.487 0.242
H 1.596 2.491 1.468
H 3.972 2.105 1.440
H 4.043 1.802 -0.268
H 5.904 -0.201 3.161
H 8.357 0.006 3.016
H 9.454 0.193 0.810
H 8.092 0.169 -1.251
H 5.647 -0.046 -1.118
H 4.583 -2.919 0.819
H 4.406 -4.689 -0.864
H 3.236 -4.259 -3.008
H 2.190 -2.047 -3.408
H 2.243 -0.343 -1.652
H 0.758 4.906 -0.354
H -0.618 6.686 -1.324
H -2.533 6.135 -2.777
H -3.110 3.769 -3.221
H -1.758 1.965 -2.229
H -0.054 0.473 -3.236
H 0.863 0.351 -5.535
H 3.019 1.429 -6.056
H 4.243 2.668 -4.308
H 3.326 2.831 -2.031
N 0.546 0.165 2.179
C 0.538 -0.354 3.248
N 0.569 -0.870 4.376
C 0.113 -2.094 4.574
N -0.317 -3.156 4.729
C -5.755 3.473 1.413
C -4.387 3.035 0.919
C -4.515 2.120 -0.288
C -3.495 4.237 0.677
O -3.820 2.286 2.046
P -2.541 1.416 2.255
O -1.768 1.807 3.430
O -1.645 1.458 0.894
O -2.980 -0.102 2.182
C -4.128 -0.657 2.967
C -4.240 0.043 4.309
C -5.371 -0.479 2.113
C -3.822 -2.128 3.154
H -6.244 4.068 0.640
H -5.662 4.079 2.313
H -6.390 2.615 1.636
H -4.920 2.694 -1.124
H -5.191 1.291 -0.073
H -3.553 1.709 -0.589
H -3.928 4.868 -0.100
H -2.497 3.935 0.358
H -3.407 4.821 1.593
H -4.472 1.104 4.208
H -3.315 -0.043 4.879
H -5.046 -0.427 4.873
H -5.647 0.569 2.009
H -6.197 -1.003 2.597
H -5.210 -0.911 1.124
H -2.939 -2.280 3.776
H -3.674 -2.612 2.191
H -4.676 -2.592 3.651
*
```

Output
* E_HOMO (spin up / spin down): -0.39342 / -0.39373 hartree
* calculated total energy: -8013.41306 Eh
* expectation value of S²: 2.016
* M: 1061.54 g/mol

These are the Mulliken partial charges, in e, on atoms 1 to 99: Mo 0.080; N -0.133; C 0.966; C -1.724; P 0.609; O -0.650; O -0.768; O 0.240; P 0.476; O -0.420; O -0.880; O -0.016; H 0.408; H 0.509; H -0.361; H 0.494; H 0.193; H 0.516; H 0.377; H 0.297; C -1.755; C -1.158; As 0.205; C 0.264; C -0.548; C -0.598; C -0.473; C -0.748; C -0.160; C -0.411; C -0.740; C -0.801; C -0.516; C -0.472; C 1.030; As 1.631; C 0.588; C -0.444; C -0.796; C -0.713; C -0.818; C -0.004; C 0.873; C 0.189; C -0.859; C -0.617; C -0.934; C -0.645; H 0.752; H 0.631; H 0.674; H 0.371; H 0.374; H 0.409; H 0.390; H 0.411; H 0.334; H 0.499; H 0.440; H 0.419; H 0.545; H -0.217; H 0.402; H 0.435; H 0.439; H 0.445; H 0.090; H 0.263; H 0.502; H 0.421; H 0.459; H 0.350; N 0.387; C 0.526; N -0.669; C 0.613; N -0.618; C -1.787; C 1.533; C -0.799; C -1.212; O -0.293; P -0.114; O -0.907; O 0.458; O 0.704; C 1.506; C -1.508; C -0.987; C -1.600; H 0.417; H 0.388; H 0.363; H 0.516; H 0.298; H -0.295; H 0.504; H -0.038; H 0.417

This record from the Open Molecules 2025 dataset describes a 2-piece molecular cluster, C10H15O4PS overall. The level of theory is ωB97M-V/def2-TZVPD.

Geometry as ORCA input:
```
! RIJCOSX wB97M-V def2-TZVPD def2/J DEFGRID3
* xyz 0 1
C 0.877 -0.220 -0.682
P 1.344 1.542 -1.371
C 3.049 1.936 -0.603
C -0.045 2.673 -0.609
C -0.095 2.954 0.882
C -1.388 3.901 1.354
O -1.340 4.805 2.337
C -2.801 3.592 0.515
C -2.753 3.307 -0.974
O -3.928 2.996 -1.802
C -1.210 3.321 -1.619
O -0.933 3.778 -2.858
H -0.283 -0.349 -0.930
H 1.525 -1.075 -1.150
H 1.017 -0.123 0.499
H 3.087 2.944 -0.001
H 3.836 1.948 -1.497
H 3.337 1.058 0.137
H 0.714 2.531 1.614
H -3.859 3.557 1.018
H -3.869 2.013 -2.043
C 0.109 -4.915 2.096
S 0.724 -3.722 0.883
O -0.390 -2.762 0.591
C 0.812 -4.890 -0.495
H -0.058 -4.395 3.042
H -0.832 -5.348 1.750
H 0.852 -5.702 2.243
H -0.173 -5.325 -0.680
H 1.532 -5.678 -0.261
H 1.143 -4.351 -1.387
*
```

Output
* E_HOMO: -0.30709 hartree
* calculated total energy: -1430.21137 Eh
* M: 262.27 g/mol

Here is what Mulliken gives for the atomic charges, in e: C -0.863; P 0.177; C -0.863; C 0.249; C -0.208; C 0.170; O -0.518; C -0.372; C 0.299; O -0.483; C 0.248; O -0.501; H 0.252; H 0.290; H 0.275; H 0.298; H 0.295; H 0.246; H 0.320; H 0.327; H 0.354; C -0.967; S 0.532; O -0.586; C -0.917; H 0.317; H 0.304; H 0.367; H 0.308; H 0.360; H 0.289

Among the records above, which one has the lowest calculated total energy?
C38H50As2MoN4O10P3